Entry 1:
A cluster of 2 separate species, C4H7ClS in total in a non-equilibrium geometry, computed with ωB97M-V with the def2-TZVPD basis set.

Geometry (Å):
C: 1.72909 0.58938 0.55899
C: -0.45432 -0.30788 1.26085
C: 2.44055 -0.11552 -0.43082
C: -2.81809 0.31517 -0.33621
S: -1.49033 0.88082 0.80947
Cl: -0.51997 -1.95268 0.64869
H: 2.15463 0.62217 1.67598
H: 3.15672 0.72516 -0.93177
H: 1.68374 -0.33026 -1.22625
H: 3.10102 -0.95492 -0.24240
H: -2.27807 -0.51909 -0.75586
H: -2.94960 1.06439 -1.12556
H: -3.75537 -0.01674 0.09489

Summary:
HOMO-LUMO gap (spin up / spin down) in Eh: 0.2684 / 0.2524
HOMO (spin up / spin down) in eV: -7.85 / -7.30
LUMO energy (spin up / spin down) in eV: -0.5 / -0.4
Energy above the lowest of the compared OMol25 structures with the same formula, charge and spin in kJ/mol: 644.7
Spin multiplicity: 1


Entry 2:
A structure of composition C4H6O2, computed with ωB97M-V with the def2-TZVPD basis set.

Geometry (Å):
C: -0.20243 -0.33956 -1.64861
C: -0.62057 0.61603 -0.55953
O: -1.63281 1.29164 -0.60657
C: 0.26453 0.83729 0.60417
C: 0.08392 -0.04727 1.76505
O: 1.18362 -0.59266 1.00089
H: 0.01913 -1.32815 -1.23377
H: -1.00015 -0.40407 -2.39086
H: 0.71334 0.02251 -2.12950
H: 1.57654 0.40973 0.68156
H: -0.74306 -0.75731 1.75291
H: 0.35795 0.29183 2.76425

Summary:
HOMO-LUMO gap in Eh: 0.3636
HOMO in eV: -9.40
LUMO energy in eV: 0.5
Energy above the lowest of the compared OMol25 structures with the same formula, charge and spin in kJ/mol: 456.2
Spin multiplicity: 1


Entry 3:
A structure of composition C76H85N5O3P2Sr in a non-equilibrium geometry, computed with ωB97M-V with the def2-TZVPD basis set.

Geometry (Å):
Sr: -0.86265 0.05178 -1.52136
C: 0.98775 -2.76485 -3.31207
C: -0.05611 -3.85465 -3.08930
C: -1.47343 -3.29615 -3.16419
C: 0.20120 -4.65425 -1.83393
C: 0.93105 -5.82769 -2.00532
C: 1.01789 -6.78383 -1.01360
C: 0.14646 -6.65884 0.05790
C: -0.63862 -5.52842 0.24880
C: -1.84878 -5.77238 1.16108
C: -2.58769 -4.59245 1.78673
C: -2.86032 -6.54970 0.29469
C: -0.40519 -4.38376 -0.57511
N: -0.73456 -3.09459 -0.14862
C: -0.45322 -2.79123 1.12081
O: 0.37134 -3.34702 1.86407
C: -1.31569 -1.70114 1.78051
C: -1.26024 -1.57917 3.15712
C: -2.20744 -0.80468 3.78979
C: -3.14745 -0.12985 3.04130
C: -3.14240 -0.24163 1.65071
N: -2.24221 -1.06339 1.04940
C: -4.36138 0.46235 0.98285
O: -5.01033 1.16451 1.77964
N: -4.67537 0.21908 -0.27928
C: -6.09218 0.29641 -0.53663
C: -6.86428 1.47219 -0.79406
C: -8.24866 1.37056 -0.93947
C: -8.91148 0.16382 -0.88540
C: -8.15916 -0.98235 -0.74064
C: -6.77636 -0.94561 -0.57854
C: -6.10313 -2.30531 -0.48218
C: -5.03451 -2.52464 -1.53738
C: -5.56526 -2.60806 0.92215
C: -6.32386 2.87108 -1.09339
C: -5.68733 3.59306 0.09674
C: -5.34963 2.70778 -2.25245
H: 0.82225 -2.27758 -4.27582
H: 1.98339 -3.20306 -3.30686
H: 0.90684 -2.03132 -2.51044
H: 0.04443 -4.56353 -3.91534
H: -1.58502 -2.48901 -2.44389
H: -2.20358 -4.06642 -2.93747
H: -1.66988 -2.92394 -4.17616
H: 1.43594 -5.99223 -2.95478
H: 1.64873 -7.65768 -1.12186
H: 0.03459 -7.48689 0.75231
H: -1.51891 -6.43249 1.96878
H: -2.83390 -3.83701 1.04118
H: -1.99525 -4.13010 2.57663
H: -3.51255 -4.95813 2.23896
H: -3.21604 -5.90573 -0.51312
H: -3.72009 -6.86170 0.89492
H: -2.41022 -7.43731 -0.15155
H: -0.50373 -2.12691 3.70136
H: -2.22577 -0.74115 4.87042
H: -3.91342 0.47884 3.49552
H: -8.81467 2.28094 -1.10642
H: -9.98854 0.11710 -0.98855
H: -8.65556 -1.94688 -0.74958
H: -6.89477 -3.03377 -0.67367
H: -4.17270 -1.88920 -1.36560
H: -5.44583 -2.31988 -2.53085
H: -4.71000 -3.56948 -1.51800
H: -4.61707 -2.10311 1.09450
H: -5.40300 -3.68338 1.03601
H: -6.27836 -2.28702 1.68434
H: -7.15752 3.47369 -1.45506
H: -5.11302 2.91026 0.71904
H: -6.45842 4.03754 0.72762
H: -5.04058 4.40738 -0.25183
H: -4.79340 3.62223 -2.47929
H: -5.87354 2.38608 -3.15516
H: -4.67641 1.91286 -1.95937
C: 7.29534 1.08913 3.72780
C: 6.64184 1.88001 2.57914
C: 7.58808 2.99929 2.10458
C: 6.37065 0.93941 1.41673
C: 7.44272 0.27835 0.83153
C: 7.26984 -0.56893 -0.24010
C: 5.99567 -0.78501 -0.72517
C: 4.88200 -0.17353 -0.16164
P: 3.19149 -0.59036 -0.86744
C: 3.35226 -2.40661 -0.93304
C: 4.21337 -3.18690 -1.71509
C: 4.33726 -4.54113 -1.46537
C: 3.62338 -5.13335 -0.42737
C: 2.73712 -4.38232 0.32049
C: 2.58799 -3.02821 0.05141
C: 3.47790 0.15951 -2.52441
C: 3.33427 -0.50500 -3.73922
C: 3.48302 0.18278 -4.94066
C: 3.73261 1.54568 -4.94450
C: 3.84106 2.22807 -3.73533
C: 3.72783 1.53806 -2.53904
C: 5.08779 0.71715 0.90588
O: 3.98037 1.36292 1.39723
C: 4.12116 2.23111 2.46402
C: 2.95666 2.84908 2.90639
C: 3.02964 3.74601 3.96704
C: 4.23284 4.01800 4.58475
C: 5.37967 3.39426 4.12759
C: 5.34954 2.50119 3.06403
P: 1.31236 2.58060 2.07682
C: 1.20312 4.38996 1.66544
C: 0.28357 5.33844 2.09704
C: 0.35893 6.65700 1.65083
C: 1.33408 7.04219 0.74893
C: 2.25115 6.09999 0.29409
C: 2.18666 4.79662 0.75293
C: 0.43811 2.25106 3.67242
C: 1.02724 1.21595 4.41116
C: 0.64282 0.96563 5.71477
C: -0.36537 1.72495 6.30007
C: -1.03798 2.66330 5.53861
C: -0.65240 2.91148 4.22312
H: 8.22562 0.62502 3.39925
H: 6.62261 0.30343 4.07416
H: 7.52360 1.74419 4.56938
H: 8.53003 2.58514 1.74332
H: 7.81034 3.69149 2.91779
H: 7.12708 3.56264 1.29140
H: 8.44005 0.44068 1.22063
H: 8.11932 -1.06357 -0.69287
H: 5.86661 -1.44889 -1.56118
H: 4.77526 -2.75718 -2.53511
H: 5.00413 -5.13898 -2.07542
H: 3.74632 -6.18932 -0.22293
H: 2.14348 -4.82488 1.10866
H: 1.85918 -2.44566 0.58951
H: 3.10294 -1.55925 -3.74223
H: 3.39182 -0.34925 -5.88063
H: 3.83585 2.07883 -5.88109
H: 4.02026 3.29647 -3.73154
H: 3.82598 2.06701 -1.59431
H: 2.12564 4.23450 4.31043
H: 4.28057 4.71664 5.41005
H: 6.32594 3.61552 4.60552
H: -0.50691 5.07177 2.77781
H: -0.36447 7.37943 2.00786
H: 1.38247 8.06568 0.40018
H: 3.01585 6.38648 -0.41743
H: 2.91239 4.06645 0.40419
H: 1.81018 0.61913 3.95511
H: 1.13673 0.18664 6.28224
H: -0.63664 1.56643 7.33599
H: -1.86152 3.22192 5.96512
H: -1.22493 3.62617 3.65255
C: -1.88520 1.97499 -0.81058
N: -0.69695 2.84168 -0.65430
C: -1.05840 4.14798 -1.26302
C: 0.29937 2.12840 -1.49082
C: -0.13579 1.93344 -2.98604
N: -0.48901 0.60259 -3.60004
C: -0.05241 0.64059 -5.01495
C: -1.98190 0.58901 -3.61533
H: -2.81116 2.50732 -0.62234
H: -1.85248 1.13438 -0.10573
H: -1.81683 1.66357 -1.86823
H: -0.17207 4.66533 -1.62671
H: -1.57917 4.75375 -0.52626
H: -1.74917 4.05508 -2.10463
H: 0.58291 1.19649 -1.00529
H: 1.21003 2.71936 -1.53864
H: 0.72615 2.31923 -3.52761
H: -0.89130 2.67056 -3.24826
H: -0.51946 1.48584 -5.52622
H: -0.34622 -0.28121 -5.51135
H: 1.02536 0.75827 -5.05618
H: -2.34364 1.51720 -4.04991
H: -2.40416 0.55086 -2.60361
H: -2.40107 -0.20414 -4.22913

Summary:
HOMO-LUMO gap in Eh: 0.2226
HOMO in eV: -6.46
LUMO energy in eV: -0.4
Spin multiplicity: 1


Entry 4:
A structure of composition C13H11Cl3GaGeN4O, computed with ωB97M-V with the def2-TZVPD basis set.

Geometry (Å):
Ga: 0.21203 -0.62272 0.25322
O: -3.25314 0.68078 1.35348
C: -2.29363 0.05289 0.99820
N: -0.97835 0.35068 1.26980
C: -0.57526 1.73986 1.39911
C: 0.41581 2.08018 0.30077
C: 0.80005 3.38267 0.03732
C: 1.72843 3.63354 -0.95643
C: 2.27408 2.57274 -1.67689
C: 1.86751 1.29814 -1.38234
N: 0.94570 1.05929 -0.41860
C: -2.44158 -1.12011 0.04326
C: -3.67341 -1.67667 -0.22019
C: -3.75882 -2.68044 -1.17585
C: -2.61147 -3.09111 -1.84392
C: -1.40774 -2.49495 -1.53506
N: -1.32776 -1.52256 -0.61095
H: -0.10918 1.94729 2.36708
H: -1.44875 2.39049 1.32016
H: 0.36387 4.18851 0.61243
H: 2.02890 4.65025 -1.17315
H: 3.00143 2.73503 -2.45897
H: 2.25546 0.43904 -1.91157
H: -4.53599 -1.30688 0.31680
H: -4.71352 -3.13565 -1.40356
H: -2.64674 -3.86125 -2.60089
H: -0.49125 -2.77769 -2.03662
Cl: 3.70358 2.19763 2.04874
Ge: 3.23321 0.14069 1.84861
Cl: 4.31804 -0.75404 0.21900
Cl: 3.57253 -0.97366 3.62838
N: 1.86911 -3.21264 1.13341
C: 1.27627 -2.29997 0.79334
H: 2.40061 -4.00937 1.46188

Summary:
Charge: +2
HOMO-LUMO gap (spin up / spin down) in Eh: 0.2876 / 0.2748
HOMO (spin up / spin down) in eV: -15.15 / -16.34
LUMO energy (spin up / spin down) in eV: -7.3 / -8.9
Energy above the lowest of the compared OMol25 structures with the same formula, charge and spin in kJ/mol: 3.1
Spin multiplicity: 2


Total energy? In order: -27612.0283 -8335.7333 -113192.4877 -168114.3151 eV.